The following is a quantum chemistry calculation of C10H8CaN2O5Se as an isolated structure, from the OMol25 dataset.

ΔE to the lowest compared entry with this formula, charge and spin   0.00 kJ/mol
Charge   +2
Calculated total energy   -3950.102979 Eh
Kohn-Sham gap   6.82 eV

Last column: natural (NBO) charge in e.
Positions of all 27 atoms, in Å:
O1 -0.14035 -2.83210 2.81457  -0.353
C1 -0.38734 -2.56493 1.73208  0.422
Ca1 -0.90950 -1.77651 -0.88557  1.514
O2 -2.33362 -5.22036 -0.93699  -0.339
C2 -1.89016 -4.16862 -0.89647  0.397
C3 -1.70799 -1.89850 -3.22395  0.398
O3 -2.04347 -1.86777 -4.32030  -0.331
C4 1.15440 -3.11651 -1.54489  0.406
O4 2.08978 -3.68711 -1.87849  -0.341
C5 -3.26825 -1.26646 -0.10652  0.407
O5 -4.34283 -1.00128 0.21265  -0.340
C6 -1.52037 2.56426 0.59354  -0.409
N1 -0.11794 2.27481 0.77716  -0.338
C7 0.71156 2.79041 1.76697  -0.033
C8 1.94254 2.25298 1.56947  -0.049
N2 1.85784 1.41707 0.46859  -0.332
C9 2.97100 0.65607 -0.05635  -0.424
C10 0.59344 1.46563 -0.06003  0.226
Se1 0.03161 0.77965 -1.69543  -0.404
H1 -1.80389 3.33004 1.31880  0.246
H2 -2.14631 1.67650 0.75338  0.200
H3 -1.70959 2.93022 -0.42200  0.247
H4 0.33141 3.48833 2.48952  0.260
H5 2.85705 2.40634 2.11175  0.263
H6 3.75502 1.32498 -0.43899  0.250
H7 3.40734 0.02064 0.72961  0.229
H8 2.61861 0.02219 -0.87213  0.228

The following is a quantum chemistry calculation of a single C10H8Cl2F2 molecule, from the OMol25 dataset.

ΔE to the lowest compared entry with this formula, charge and spin   157.27 kJ/mol
Charge   0
Calculated total energy   -1505.857059 Eh
Kohn-Sham gap (spin up / spin down)   7.11 / 7.35 eV

Last column: natural (NBO) charge in e.
Positions of all 22 atoms, in Å:
C1 1.99350 -0.57404 -2.40744  -0.169
C2 0.95045 -1.46268 -2.21154  -0.237
C3 2.10027 0.56855 -1.61609  -0.237
C4 -0.02784 -1.15610 -1.28372  -0.137
C5 1.21477 0.73561 -0.63542  -0.171
C6 0.03032 -0.00984 -0.39923  -0.097
C7 -0.94646 0.36671 0.61472  0.015
C8 -1.93264 -0.52077 1.25333  0.609
C9 -1.06540 -0.82942 2.44266  -0.190
C10 -0.92366 1.78993 1.08227  -0.674
F1 -2.14831 -1.70300 0.58996  -0.337
F2 -3.18252 -0.10019 1.50599  -0.308
Cl1 0.36548 -1.76592 2.23003  0.059
Cl2 -0.87551 0.30018 3.71485  0.066
H1 2.69456 -0.79664 -3.16036  0.212
H2 0.82684 -2.44604 -2.66595  0.225
H3 2.91101 1.33916 -1.79110  0.228
H4 -0.76447 -1.86842 -1.05614  0.221
H5 1.26848 1.52586 0.14875  0.209
H6 -1.74834 2.25736 1.53335  0.245
H7 -0.58736 2.41412 0.20111  0.240
H8 -0.15317 1.93558 1.90995  0.225

The following is a quantum chemistry calculation of C10H8CuF3NO5S as an isolated structure, from the OMol25 dataset.

ΔE to the lowest compared entry with this formula, charge and spin   36.26 kJ/mol
Charge   0
Calculated total energy   -3155.133695 Eh
⟨S²⟩   0.7550
Kohn-Sham gap (spin up / spin down)   8.54 / 7.21 eV
Multiplicity   2

Last column: Mulliken spin population.
Positions of all 29 atoms, in Å:
Cu1 -0.08415 0.32765 0.15509  0.604
O1 0.79063 -1.45072 -3.43739  0.001
C1 0.54821 -1.16709 -2.17709  0.004
O2 -0.41922 -0.53153 -1.81583  -0.003
C2 1.57939 -1.75134 -1.23435  -0.001
O3 1.32479 -1.38159 0.10573  0.019
C3 2.42948 -0.70080 0.70618  -0.009
C4 2.61279 0.72222 0.07754  0.010
O4 3.72737 1.17732 -0.03145  0.003
O5 1.52581 1.26970 -0.29600  0.027
H1 0.12074 -1.05679 -4.02494  0.000
H2 2.57287 -1.42800 -1.56821  0.001
H3 1.53420 -2.84643 -1.31983  -0.001
H4 3.34688 -1.28786 0.60002  0.000
H5 2.17853 -0.59575 1.76389  0.001
F1 -3.59786 3.61646 1.35663  0.004
C5 -3.65470 2.97279 2.51520  0.003
F2 -4.93941 2.59127 2.67763  0.000
F3 -3.42277 3.88758 3.47685  0.001
C6 -2.72799 1.79775 2.65962  -0.025
C7 -2.66733 1.18821 3.89872  -0.004
C8 -1.83551 0.08747 4.08988  0.003
C9 -1.09206 -0.36929 3.01945  0.006
N1 -1.13531 0.22192 1.83253  0.046
C10 -1.92111 1.30335 1.61805  0.009
S1 -1.73062 1.91451 0.04384  0.299
H6 -3.26703 1.57882 4.70778  -0.001
H7 -1.76490 -0.39507 5.05022  0.001
H8 -0.44232 -1.23083 3.10216  0.001

The following is a quantum chemistry calculation of C10H8F3NO as an isolated structure, from the OMol25 dataset.

ΔE to the lowest compared entry with this formula, charge and spin   413.72 kJ/mol
Charge   0
Calculated total energy   -815.304190 Eh
Kohn-Sham gap   9.20 eV

Last column: natural (NBO) charge in e.
Positions of all 23 atoms, in Å:
C1 0.90378 -0.50476 1.25797  -0.145
C2 1.09834 -0.30995 -1.16641  -0.140
C3 2.21174 -0.07318 1.39477  -0.310
C4 2.41768 0.10983 -1.10527  -0.285
C5 0.35860 -0.67732 0.00797  -0.144
C6 2.88848 0.27400 0.20920  0.417
C7 -1.59915 1.63100 -0.63492  0.032
C8 -1.83672 -2.22685 0.22310  -0.104
C9 -1.05730 -1.00300 -0.01148  0.232
C10 -1.95219 0.71611 0.45862  0.646
N1 -0.55217 2.31284 -0.56794  -0.600
O1 -1.63208 -1.71427 -1.05388  -0.469
F1 4.11869 0.81559 0.22022  -0.328
F2 -3.29336 0.29590 0.37761  -0.355
F3 -1.54454 1.14353 1.62971  -0.297
H1 0.17410 -0.83168 2.01333  0.225
H2 0.62101 -0.22664 -2.12608  0.218
H3 2.51822 0.45735 2.33529  0.241
H4 3.14353 0.25742 -1.93071  0.242
H5 -2.31600 1.59340 -1.49040  0.176
H6 -1.39994 -3.10534 0.62697  0.186
H7 -2.83079 -2.10109 0.53124  0.191
H8 -0.43992 3.16713 -1.19890  0.370

The following is a quantum chemistry calculation of C10H8FeN2O3 as an isolated structure, from the OMol25 dataset.

ΔE to the lowest compared entry with this formula, charge and spin   133.98 kJ/mol
Charge   0
Calculated total energy   -1984.497505 Eh
⟨S²⟩   6.0818
Kohn-Sham gap (spin up / spin down)   4.33 / 7.82 eV
Multiplicity   5

Last column: Mulliken spin population.
Positions of all 24 atoms, in Å:
O1 -2.63935 -0.92936 1.59918  0.009
C1 -2.45005 -1.54696 0.63808  -0.004
Fe1 -1.73971 -2.50142 -0.66865  1.892
C2 -0.46218 -3.29409 0.23006  0.017
O2 0.22958 -3.64683 1.10431  0.006
C3 -2.94270 -3.74870 -0.80302  -0.006
O3 -3.77115 -4.51644 -0.52574  0.029
C4 1.10159 1.55852 0.00129  0.454
C5 -0.29423 1.75165 -0.32782  0.217
C6 -0.86103 0.54758 -1.00828  0.261
C7 -0.13950 -0.61680 -1.14443  -0.058
C8 1.22298 -0.66967 -0.75510  0.434
C9 1.86620 0.47489 -0.20185  -0.053
H1 2.49074 2.92488 0.00849  -0.297
H2 -0.88118 1.94076 0.61316  0.099
H3 -0.39271 2.65205 -0.98425  0.019
H4 -1.90708 0.60416 -1.31844  0.005
H5 -0.57121 -1.50954 -1.67517  0.032
H6 1.79774 -1.57450 -0.91485  0.018
H7 2.94871 0.50380 0.01375  -0.071
N1 1.66038 2.71356 0.57241  0.165
C10 2.28023 2.61349 1.86428  0.828
N2 2.53116 2.84360 2.98321  0.008
H8 0.92275 3.42536 0.69938  -0.005

The following is a quantum chemistry calculation of C10H8FeN3O6 as an isolated structure, from the OMol25 dataset.

ΔE to the lowest compared entry with this formula, charge and spin   0.00 kJ/mol
Charge   +1
Calculated total energy   -2264.887295 Eh
⟨S²⟩   6.0412
Kohn-Sham gap (spin up / spin down)   5.57 / 8.53 eV
Multiplicity   5

Last column: Mulliken spin population.
Positions of all 28 atoms, in Å:
O1 4.69410 -1.60237 -3.81247  0.000
C1 3.85021 -1.36273 -4.54631  0.000
Fe1 1.86895 0.25970 -0.23799  3.292
O2 1.87474 -2.90568 -0.73007  0.005
C2 1.59290 -1.81206 -0.47624  0.048
C3 -1.13678 1.60423 -2.49338  0.010
O3 -0.95340 2.62600 -1.98347  0.011
C4 0.67811 0.32049 -2.12456  0.050
O4 0.43442 -0.48654 -2.93907  0.035
C5 3.51689 -0.11716 0.50186  0.243
O5 4.42032 -0.72969 0.91064  0.161
H1 3.10857 1.00470 0.09458  0.077
C6 -2.92532 -1.81735 0.66781  0.000
N1 -2.00230 -0.69703 0.93674  -0.003
C7 -2.39386 0.26163 1.83641  0.009
C8 -1.55143 1.30838 2.08285  -0.005
C9 -0.37906 1.41609 1.32390  -0.013
N2 0.11183 0.35851 0.66577  0.022
C10 -0.72487 -0.70621 0.42974  0.006
O6 -0.35618 -1.68307 -0.30770  0.007
N3 0.34299 2.57173 1.24789  0.031
H2 -2.78776 -2.19896 -0.35083  0.000
H3 -3.94317 -1.42633 0.77996  0.000
H4 -2.76893 -2.61249 1.41307  0.000
H5 -3.37996 0.11036 2.27726  0.001
H6 -1.82137 2.11272 2.73937  0.001
H7 -0.02990 3.34767 1.77222  0.001
H8 0.66022 2.85546 0.32201  0.011

- Among the records above, which one has the lowest calculated total energy?
  C10H8CaN2O5Se

- Number 5 is which compound?
  C10H8FeN2O3

- The lowest calculated total energy belongs to which entry?
  C10H8CaN2O5Se

- What is the formula in the third record?
  C10H8CuF3NO5S